[1]
The following is a quantum chemistry calculation of a structure of composition C35H32N7O6SSbSe4Tc, from the OMol25 dataset.

2S+1 = 1
Charge = +1
Highest occupied orbital energy = -9.96 eV
Calculated total energy = -340476.4938 eV
Energy relative to the best compared isomer or geometry (same formula, charge and spin) = 81.6 kcal per mole
HOMO-LUMO gap = 5.7 eV

XYZ file:
```
87
C35H32N7O6SSbSe4Tc, DFT ωB97M-V/def2-TZVPD
Tc 1.49211 -0.87526 -1.03992
C 0.84611 7.94424 0.59228
O 0.22291 6.81884 1.18048
C 0.90891 6.05954 2.04678
C 2.19691 6.32344 2.52268
C 2.79391 5.46074 3.41638
C 2.16211 4.27324 3.80438
C 0.86001 4.02274 3.34378
C 0.23761 4.91734 2.50898
N 2.84031 3.45444 4.69088
N 2.80161 2.22584 4.69108
C 2.26481 1.42314 3.70398
C 1.45661 0.35464 4.06258
C 0.86091 -0.48976 3.13198
C 1.06881 -0.27556 1.77938
O 0.41521 -0.90466 0.83258
C 1.94501 0.76824 1.39588
N 2.09201 0.95314 0.07428
C 2.83771 1.93004 -0.39862
C 3.61011 2.71584 0.45568
C 3.52271 2.52584 1.81438
C 2.59671 1.60404 2.33178
H 0.10891 8.35024 -0.09532
H 1.73941 7.65674 0.03358
H 1.10291 8.70054 1.33818
H 2.72371 7.20914 2.20298
H 3.77971 5.66754 3.80568
H 0.32991 3.15434 3.71608
H -0.77779 4.77194 2.17378
H 1.24211 0.21504 5.10898
H 0.21841 -1.29926 3.45128
H 2.86571 2.09814 -1.47322
H 4.26201 3.45644 0.02328
H 4.16261 3.07844 2.48688
Se 1.06421 3.58704 -3.43272
Sb 0.03731 1.44434 -3.65932
Se -0.49339 0.62454 -1.05792
Se 1.17031 -0.72006 -3.21592
Se -1.84919 1.17204 -5.08032
N 0.27041 -10.13536 -5.83392
C 0.17891 -9.17986 -5.21082
C 0.09071 -8.02486 -4.39292
C 0.07311 -8.18766 -3.00872
C 0.01981 -7.08516 -2.18302
C 0.00351 -5.79926 -2.72262
C -0.00069 -5.63626 -4.10692
C 0.03831 -6.74216 -4.93602
N 0.03071 -4.68606 -1.85162
C 0.28931 -4.72666 -0.50352
C 0.33121 -3.44666 -0.06442
N 0.09291 -2.60976 -1.11212
C -0.07319 -3.39116 -2.17102
H 0.10741 -9.17976 -2.58602
H -0.00759 -7.24446 -1.11782
H -0.01989 -4.65536 -4.55512
H 0.03811 -6.61346 -6.00712
H 0.43731 -5.62556 0.05308
H 0.53991 -3.06656 0.91378
H -0.27789 -3.02696 -3.16202
C -4.57909 1.49984 1.79338
N -3.12379 1.28754 1.88908
C -2.40319 2.42644 1.29338
C -2.70109 -0.05026 1.35488
C -3.14619 -0.37286 -0.04862
C -4.40849 -0.92856 -0.23542
C -4.84669 -1.33816 -1.48252
C -3.98559 -1.28946 -2.56352
C -2.71119 -0.77896 -2.39762
C -2.30069 -0.27816 -1.16522
H -4.85259 2.39644 2.34528
H -5.11489 0.65334 2.21758
H -4.86349 1.62514 0.74998
H -2.87819 1.26584 2.88528
H -2.57899 2.47224 0.21548
H -1.33069 2.33124 1.45798
H -2.74699 3.35014 1.75448
H -3.11439 -0.81076 2.02348
H -1.61259 -0.10896 1.41658
H -5.05439 -1.06066 0.62048
H -5.84739 -1.72226 -1.59302
H -4.28629 -1.63576 -3.53932
H -2.04809 -0.78226 -3.25642
O 2.66801 -1.79926 0.38098
S 3.43451 -1.97236 -0.83732
O 4.70991 -2.55206 -0.77632
O 2.46371 -2.60566 -1.78722
O 3.37681 -0.55566 -1.42422
```

[2]
The following is a quantum chemistry calculation of a structure of composition C35H33BrEuN6O2S2, from the OMol25 dataset.

2S+1 = 7
Charge = +1
Highest occupied orbital energy (spin up / spin down) = -7.55 / -11.19 eV
Expectation value of S² = 12.017
Calculated total energy = -160898.9675 eV
Energy relative to the best compared isomer or geometry (same formula, charge and spin) = 81.3 kcal per mole
HOMO-LUMO gap (spin up / spin down) = 4.1 / 6.5 eV

XYZ file:
```
80
C35H33BrEuN6O2S2, DFT ωB97M-V/def2-TZVPD
Eu -1.32473 0.43223 0.84284
C -2.10453 -3.04189 0.46000
N -1.62535 -1.90846 1.26739
C -1.32710 -2.16383 2.50541
C -0.88026 -1.18514 3.43140
C -0.62342 -1.35413 4.79449
C -0.24751 -0.10357 5.28359
C -0.28821 0.76783 4.19628
N -0.66578 0.13988 3.06682
C -3.54119 -3.38918 0.77256
C -3.88546 -4.65628 1.22328
C -5.20623 -4.96348 1.52896
C -6.19348 -4.00264 1.38741
C -5.85893 -2.73354 0.92964
C -4.54280 -2.43280 0.62360
H -1.46613 -3.91352 0.62759
H -2.00387 -2.77551 -0.59504
H -1.43146 -3.18193 2.88874
H -0.70632 -2.27829 5.34507
H 0.02578 0.14800 6.29466
H -0.05409 1.82296 4.18645
H -3.11710 -5.41216 1.33692
H -5.46042 -5.95541 1.87830
H -7.22167 -4.24030 1.62555
H -6.62861 -1.98208 0.80378
H -4.29394 -1.44356 0.25445
S 0.48135 -0.89119 -1.01377
C 1.71479 0.11330 -1.49529
N 2.29069 0.03075 -2.67557
C 3.39195 0.92159 -3.05559
C 4.28782 1.10893 -1.87163
N 3.48706 1.64596 -0.76684
C 4.12631 2.65953 0.09216
C 3.61800 4.05602 -0.18790
C 3.10917 4.83512 0.84090
C 2.66100 6.12343 0.58914
C 2.71065 6.63844 -0.69688
C 3.21846 5.86529 -1.73163
C 3.67278 4.58168 -1.47518
C 2.25999 1.21574 -0.52578
S 1.35261 1.77617 0.71384
C 1.92741 -0.95763 -3.71032
C 3.01220 -2.00026 -3.83078
C 3.76710 -2.10171 -4.99209
C 4.77986 -3.04760 -5.09008
C 5.04341 -3.89121 -4.02328
C 4.29129 -3.79413 -2.85888
C 3.27838 -2.85456 -2.76209
H 2.98347 1.87449 -3.40199
H 3.93390 0.45024 -3.87281
H 5.07554 1.82149 -2.10131
H 4.75289 0.16368 -1.57918
H 5.19780 2.58845 -0.09515
H 3.94859 2.39287 1.13271
H 3.05537 4.42758 1.84311
H 2.26508 6.72238 1.39823
H 2.35623 7.64107 -0.89428
H 3.26982 6.26684 -2.73491
H 4.08600 3.99598 -2.28915
H 1.81441 -0.41184 -4.64836
H 0.96778 -1.38753 -3.44406
H 3.55683 -1.44728 -5.83065
H 5.35911 -3.12424 -6.00041
H 5.83098 -4.62901 -4.09824
H 4.49020 -4.45933 -2.02904
H 2.68315 -2.78925 -1.85902
Br -8.04826 1.03978 3.31888
C -6.28293 0.96212 2.68894
C -5.29291 0.37655 3.46075
C -4.01117 0.32468 2.94705
N -3.68459 0.81986 1.74583
C -4.65344 1.39307 1.01955
C -5.96391 1.48582 1.44576
H -5.50918 -0.03947 4.43355
H -3.21220 -0.13374 3.51792
H -4.36617 1.78457 0.05124
H -6.71124 1.95470 0.82288
O -1.93685 3.63672 -0.51319
N -1.73015 2.56304 -0.06407
O -2.03362 1.50888 -0.80324
```